The following is a DFT calculation (wB97M-V/def2-TZVPD) of a cluster of 5 separate species, C4H16O5 in total in a non-equilibrium geometry.

```
! RIJCOSX wB97M-V def2-TZVPD def2/J DEFGRID3
* xyz 0 1
C -3.3204 -11.5827 -3.5787
C -3.6238 -11.7241 -2.1043
C -2.2045 -11.8470 -1.4850
O -1.2644 -11.5133 -2.5233
C -1.8813 -11.9808 -3.6959
H -3.4445 -10.4733 -3.7598
H -4.0264 -12.0766 -4.2539
H -4.1581 -12.6661 -1.7784
H -4.1437 -10.8893 -1.6406
H -1.9975 -12.8481 -1.0318
H -2.0225 -11.1199 -0.6910
H -1.7315 -13.0769 -3.7358
H -1.4200 -11.5768 -4.6339
O 1.5866 -9.5681 -2.0638
H 2.0794 -10.4010 -2.0410
H 0.7377 -9.8991 -2.3734
O -2.4409 -7.6709 -3.0895
H -1.9518 -7.4713 -3.8955
H -1.8647 -7.5316 -2.3646
O -1.6367 -9.3584 -6.2406
H -0.7092 -9.3974 -6.0441
H -2.0805 -9.2869 -5.4001
O 1.0466 -10.0420 -5.3392
H 1.0534 -10.9531 -5.1083
H 1.8891 -9.7469 -5.0475
*
```

Values from the calculation:
relative energy (zero: lowest compared OMol25 entry of this formula, charge and spin): 21.9 kJ/mol
max |F|: 2.6 eV/Å
SMILES string: C1CCOC1.O.O.O.O

These are the natural (NBO) partial charges, in e, on atoms 1 to 2: -0.4437, -0.4344